1.
C11H12CaN2P | ωB97M-V/def2-TZVPD

XYZ file:
```
27
Properties=species:S:1:pos:R:3:mulliken_charge:R:1
C 0.708 2.317 -1.981 -0.8843
C 1.834 2.591 -2.684 -0.2104
C 3.130 2.088 -2.403 -0.2623
C 3.516 1.281 -1.290 -0.0135
C 2.678 0.787 -0.344 -1.0758
Ca 0.630 0.137 -1.206 1.3917
P -2.151 1.154 -1.707 -0.2625
H -0.171 2.968 -2.135 0.1577
H 1.821 3.272 -3.557 0.2214
H 3.931 2.408 -3.075 0.2663
H 3.081 0.354 0.586 0.1285
H 4.613 1.132 -1.238 0.2169
H -2.928 0.026 -2.163 0.1169
H -2.744 2.065 -2.633 0.0933
H -3.016 1.515 -0.608 0.1101
N -2.232 -3.984 4.850 -0.6321
C -1.960 -3.317 3.928 0.1304
C -1.541 -2.486 2.830 0.4532
C -0.199 -2.113 2.770 -0.6110
C 0.230 -1.317 1.705 -0.1058
N -0.613 -0.927 0.718 -0.4291
C -1.916 -1.267 0.788 -0.1768
C -2.421 -2.051 1.827 -0.8197
H 0.502 -2.451 3.536 0.3619
H 1.273 -0.984 1.645 0.2409
H -2.576 -0.882 -0.002 0.2205
H -3.478 -2.316 1.841 0.3735
```

Its total energy is -42304.776 eV. For the energy relative to the best compared isomer or geometry (same formula, charge and spin), the calculation gives 12.0 kcal/mol. As for the total charge: -1. Its HOMO-LUMO gap (spin up / spin down) is 5.4754 / 4.0617 eV.



2.
C26H38As2Ge2NiO3S | ωB97M-V/def2-TZVPD

XYZ file:
```
73
Properties=species:S:1:pos:R:3:mulliken_spin:R:1
Ni 0.083 0.336 0.388 1.7027
C -0.504 3.913 2.016 0.0057
As -1.162 2.207 1.351 0.0939
C -2.729 2.692 0.332 0.0116
C -1.839 1.425 2.996 0.0156
C -2.943 1.984 3.632 -0.0073
C -3.405 1.462 4.831 0.0002
C -2.759 0.379 5.405 0.0004
C -1.658 -0.182 4.778 -0.0028
C -1.191 0.332 3.573 0.0332
As 0.329 -0.494 2.689 0.0831
C -0.016 -2.384 2.908 0.0142
C 1.798 -0.165 3.918 0.0071
H -1.319 4.417 2.535 0.0040
H -0.157 4.539 1.195 0.0008
H 0.310 3.747 2.719 -0.0024
H -3.453 3.214 0.956 0.0033
H -3.162 1.785 -0.083 -0.0020
H -2.421 3.346 -0.484 0.0002
H -3.458 2.834 3.198 0.0002
H -4.267 1.901 5.313 -0.0002
H -3.115 -0.032 6.340 -0.0001
H -1.170 -1.033 5.239 0.0002
H 0.019 -2.651 3.965 0.0048
H 0.748 -2.941 2.371 -0.0020
H -0.995 -2.606 2.491 -0.0012
H 1.538 -0.564 4.899 0.0040
H 1.988 0.902 4.008 -0.0014
H 2.692 -0.665 3.543 0.0007
C -2.295 -2.282 -1.884 -0.0008
S -1.317 -1.203 -0.897 -0.0109
O -1.208 0.118 -1.534 0.0384
O 0.037 -1.760 -0.729 0.1012
O -1.919 -1.029 0.435 0.0426
H -1.944 -2.211 -2.910 0.0013
H -3.331 -1.963 -1.807 0.0020
H -2.174 -3.293 -1.505 0.0005
C 2.984 2.844 1.892 0.0586
Ge 3.114 2.815 -0.055 0.2503
C 1.782 3.934 -0.950 0.0361
C 4.931 3.135 -0.702 0.0263
Ge 2.330 0.378 -0.601 0.2849
C 2.796 0.167 -2.480 0.1039
C 2.944 -1.137 -2.962 0.0314
C 3.254 -1.375 -4.290 -0.0137
C 3.439 -0.309 -5.161 0.0351
C 3.300 0.991 -4.699 -0.0156
C 2.972 1.222 -3.371 -0.0191
C 3.503 -0.833 0.405 0.1357
C 3.049 -2.092 0.804 0.0350
C 3.842 -2.926 1.581 0.0024
C 5.102 -2.511 1.985 -0.0009
C 5.572 -1.267 1.590 0.0046
C 4.779 -0.441 0.805 -0.0528
H 3.041 3.876 2.244 0.0057
H 3.796 2.276 2.341 0.0018
H 2.033 2.416 2.211 -0.0195
H 1.778 4.920 -0.479 0.0028
H 0.783 3.506 -0.879 0.0001
H 2.020 4.069 -2.003 0.0025
H 5.061 4.219 -0.752 0.0158
H 5.101 2.728 -1.696 0.0022
H 5.676 2.733 -0.020 -0.0048
H 2.820 -1.982 -2.294 0.0016
H 3.361 -2.391 -4.645 -0.0010
H 3.691 -0.492 -6.197 0.0016
H 3.441 1.825 -5.373 -0.0005
H 2.851 2.248 -3.044 -0.0041
H 2.072 -2.437 0.488 -0.0203
H 3.477 -3.905 1.866 -0.0001
H 5.720 -3.158 2.592 -0.0002
H 6.560 -0.940 1.885 0.0002
H 5.183 0.518 0.493 -0.0271
```

The expectation value of S² is 3.76. Its total energy is -320302.014 eV. For the energy relative to the best compared isomer or geometry (same formula, charge and spin), the calculation gives 0.0 kcal/mol. As for the total charge: +1. As for the multiplicity: 4. Its HOMO-LUMO gap (spin up / spin down) is 8.4899 / 6.3317 eV.



3.
C15H30FHfO15 | ωB97M-V/def2-TZVPD

XYZ file:
```
62
Properties=species:S:1:pos:R:3:mulliken_spin:R:1
Hf 2.839 -0.853 -0.400 1.0226
F 0.561 -0.957 0.095 -0.0043
C -0.843 -2.095 -2.559 -0.0012
O 0.110 -2.413 -3.567 0.0005
C 1.381 -2.553 -3.222 0.0007
O 1.901 -2.275 -2.124 0.0158
O 2.194 -3.128 -4.273 -0.0008
C 1.754 -3.090 -5.619 -0.0002
H -1.844 -2.329 -2.920 0.0001
H -0.828 -1.027 -2.340 0.0018
H -0.719 -2.695 -1.657 -0.0001
H 1.800 -2.052 -5.949 0.0000
H 0.700 -3.365 -5.606 0.0000
H 2.448 -3.642 -6.252 0.0001
C -0.329 -2.300 4.068 -0.0001
O 0.812 -1.600 4.701 0.0000
C 1.722 -1.071 3.838 0.0002
O 1.807 -1.408 2.661 0.0090
O 2.365 0.044 4.347 -0.0006
C 2.148 0.465 5.666 -0.0001
H -0.096 -3.325 4.357 0.0000
H -0.478 -2.194 2.993 0.0002
H -1.300 -2.078 4.509 0.0000
H 2.775 1.312 5.943 0.0000
H 2.335 -0.392 6.313 0.0000
H 1.140 0.828 5.868 0.0000
C -2.779 -0.533 -0.055 0.0002
O -3.673 -0.561 -1.177 -0.0002
C -4.602 -1.605 -1.279 0.0000
O -4.507 -2.693 -0.666 0.0000
O -5.533 -1.337 -2.126 0.0000
C -6.614 -2.225 -2.399 0.0000
H -2.175 -1.438 -0.134 -0.0001
H -3.360 -0.605 0.865 0.0000
H -2.071 0.295 -0.044 -0.0001
H -7.133 -2.464 -1.470 0.0000
H -6.265 -3.222 -2.667 0.0000
H -7.377 -1.852 -3.082 0.0000
C 3.727 3.432 3.384 0.0001
O 3.622 2.474 2.370 -0.0034
C 2.546 1.962 1.850 0.0027
O 2.477 0.944 1.142 -0.0013
O 1.469 2.674 2.245 0.0000
C 0.175 2.256 1.799 0.0006
H 3.549 4.459 3.063 0.0000
H 4.733 3.315 3.786 0.0000
H 3.137 3.177 4.264 0.0000
H -0.599 2.528 2.516 0.0001
H 0.007 1.199 1.594 -0.0003
H -0.057 2.902 0.951 -0.0004
C -1.364 2.096 -2.419 -0.0004
O -0.265 1.244 -2.168 0.0018
C 0.923 1.714 -1.851 -0.0029
O 1.806 0.956 -1.554 -0.0435
O 0.998 2.975 -1.929 0.0015
C 2.262 3.656 -1.609 -0.0010
H -1.637 2.702 -1.555 0.0001
H -2.182 1.444 -2.722 0.0002
H -1.160 2.766 -3.255 0.0003
H 2.213 3.790 -0.528 -0.0006
H 2.189 4.637 -2.078 -0.0001
H 3.162 3.130 -1.928 0.0030
```

The expectation value of S² is 0.75. Its total energy is -50759.989 eV. As for the total charge: +2. As for the multiplicity: 2. Its HOMO-LUMO gap (spin up / spin down) is 6.0887 / 6.2771 eV.



4.
C3N3P | ωB97M-V/def2-TZVPD

XYZ file:
```
7
Properties=species:S:1:pos:R:3:mulliken_charge:R:1
C 2.808 1.445 -0.016 -0.1366
C -0.944 -1.719 -0.522 0.2985
C -1.674 0.638 0.215 0.3269
N 3.836 1.398 0.520 -0.3035
N -1.228 -2.862 -0.457 -0.2150
N -2.462 1.193 0.903 -0.2202
P -0.336 -0.094 -0.643 0.2498
```

Its total energy is -16862.053 eV. For the energy relative to the best compared isomer or geometry (same formula, charge and spin), the calculation gives 123.7 kcal/mol. Its HOMO-LUMO gap (spin up / spin down) is 4.3273 / 3.0875 eV.



5.
C7H11I2N2 | ωB97M-V/def2-TZVPD

XYZ file:
```
22
Properties=species:S:1:pos:R:3:mulliken_charge:R:1
C 0.822 -1.024 -0.546 0.1114
C 0.404 2.894 -0.349 -0.4299
C 1.861 2.633 -0.300 -0.4971
C -2.661 -2.168 0.836 -0.0799
C 0.983 2.346 -1.619 -0.1320
C 0.700 1.048 -2.026 -0.2398
C -0.883 -2.838 2.269 -0.7352
N 0.734 0.010 -1.253 -0.0306
N -1.497 -2.091 1.268 -0.4537
I 2.484 -2.350 -0.533 0.2189
I -3.094 -0.765 -0.701 -0.0171
H -0.313 2.385 0.138 0.2693
H -0.004 3.954 -0.323 0.2471
H 2.432 3.536 -0.220 0.2812
H 2.157 1.705 0.053 0.2532
H -3.502 -2.844 1.067 0.4135
H 1.219 3.031 -2.521 0.3466
H 0.333 0.916 -3.038 0.4388
H -1.714 -3.479 2.695 0.3589
H 0.042 -3.345 1.837 0.1726
H -0.474 -2.125 3.040 0.2703
H -0.029 -1.427 0.227 0.2335
```

Its total energy is -26608.165 eV. For the energy relative to the best compared isomer or geometry (same formula, charge and spin), the calculation gives 3.7 kcal/mol. As for the total charge: +1. Its HOMO-LUMO gap is 7.9187 eV.



6.
C4H5NO | ωB97M-V/def2-TZVPD

XYZ file:
```
11
Properties=species:S:1:pos:R:3:mulliken_charge:R:1
O 1.121 0.870 -0.400 -0.4037
C 1.253 0.055 0.707 -0.1642
N 0.403 -0.955 0.805 -0.0742
C -0.472 -1.353 -0.123 -0.7137
C -0.090 1.329 -0.670 -0.1237
C -1.085 1.880 -1.058 -0.1836
H 2.050 0.263 1.400 0.4242
H 0.383 -1.418 1.710 0.2271
H -0.256 -1.141 -1.157 0.3396
H -1.342 -1.903 0.188 0.2535
H -1.966 2.373 -1.403 0.4187
```

Its total energy is -7761.079 eV. For the energy relative to the best compared isomer or geometry (same formula, charge and spin), the calculation gives 125.6 kcal/mol. Its HOMO-LUMO gap is 7.6875 eV.